*P*
ORCA calculation (ωB97M-V with the def2-TZVPD basis set) on a cluster of 7 separate species, C7H28O7 in total.

Properties
* LUMO energy: 0.33 eV
* spin multiplicity: 1
* structure (SMILES): CO.CO.CO.CO.CO.CO.CO

Positions of all 42 atoms, in Å:
1 C 1.288 -3.767 -2.300
2 O 1.937 -3.268 -1.087
3 H 0.199 -3.723 -2.313
4 H 1.639 -3.336 -3.237
5 H 1.508 -4.817 -2.495
6 H 2.865 -3.512 -1.068
7 C -3.986 -2.296 0.498
8 O -4.431 -3.232 1.499
9 H -2.915 -2.399 0.321
10 H -4.475 -2.529 -0.447
11 H -4.242 -1.299 0.858
12 H -4.210 -2.949 2.389
13 C 3.659 4.490 0.020
14 O 3.425 3.661 1.114
15 H 4.321 5.342 0.177
16 H 4.028 3.928 -0.838
17 H 2.719 4.984 -0.225
18 H 2.907 2.943 0.744
19 C -0.264 1.104 -1.338
20 O 0.492 0.856 -0.197
21 H -1.319 1.131 -1.061
22 H -0.086 2.140 -1.624
23 H -0.054 0.434 -2.171
24 H 0.769 -0.038 -0.412
25 C 1.039 -4.389 3.267
26 O 1.809 -3.308 3.012
27 H 1.016 -4.514 4.349
28 H 0.036 -4.173 2.900
29 H 1.419 -5.251 2.720
30 H 1.767 -3.160 2.064
31 C -0.539 5.831 -5.881
32 O -0.245 4.524 -5.266
33 H -0.343 5.817 -6.954
34 H -1.604 6.021 -5.749
35 H 0.056 6.689 -5.570
36 H -1.005 4.004 -5.536
37 C -1.333 -0.153 4.750
38 O -2.415 -0.872 5.170
39 H -1.391 0.921 4.928
40 H -0.435 -0.584 5.190
41 H -1.246 -0.293 3.672
42 H -2.358 -0.958 6.125

*Q*
ORCA calculation (ωB97M-V with the def2-TZVPD basis set) on a cluster of 7 separate species, C7H28O7 in total.

Properties
* LUMO energy: 0.35 eV
* spin multiplicity: 1
* structure (SMILES): CO.CO.CO.CO.CO.CO.CO

Positions of all 42 atoms, in Å:
1 C -2.853 1.170 -0.075
2 O -2.199 2.090 -0.920
3 H -3.001 0.225 -0.598
4 H -2.250 0.868 0.781
5 H -3.789 1.596 0.287
6 H -2.712 2.265 -1.712
7 C 1.390 -2.904 -3.578
8 O 1.976 -4.108 -3.929
9 H 1.652 -2.517 -2.593
10 H 1.646 -2.128 -4.299
11 H 0.325 -3.047 -3.760
12 H 1.753 -4.188 -4.860
13 C -0.019 2.372 2.677
14 O -0.843 3.314 3.408
15 H -0.525 1.980 1.795
16 H 0.880 2.883 2.332
17 H 0.175 1.468 3.254
18 H -1.221 2.988 4.228
19 C -3.395 -1.157 3.081
20 O -2.009 -0.819 2.861
21 H -3.600 -1.871 3.879
22 H -4.037 -0.287 3.220
23 H -3.710 -1.566 2.121
24 H -1.511 -1.631 2.744
25 C -0.258 -1.347 -0.337
26 O 0.399 -0.526 0.675
27 H -0.995 -1.997 0.134
28 H -0.725 -0.872 -1.200
29 H 0.564 -1.997 -0.637
30 H -0.186 -0.474 1.435
31 C 1.082 2.508 -1.236
32 O 0.293 3.492 -0.595
33 H 1.036 2.710 -2.306
34 H 2.140 2.595 -0.986
35 H 0.751 1.499 -0.992
36 H -0.583 3.101 -0.560
37 C 3.793 -0.803 -0.810
38 O 5.157 -0.810 -0.538
39 H 3.459 -1.441 -1.627
40 H 3.319 -1.272 0.052
41 H 3.316 0.175 -0.883
42 H 5.320 -1.537 0.068

Energies relative to the most stable structure are *P* 0.0150; *Q* 0.0000, reported in hartree.